Computed, not measured: a molecular structure, C22H46N3OOsP2 in a non-equilibrium geometry, with ωB97M-V with the def2-TZVPD basis set.

Results
- Gap between HOMO and LUMO (spin up / spin down): 6.08 / 4.48 eV
- Net charge: +3
- Highest occupied orbital energy (spin up / spin down): -0.5503 / -0.6710 Eh
- Molar mass: 620.8 g mol⁻¹
- ⟨S²⟩: 6.040
- LUMO (spin up / spin down): -8.9 / -13.8 eV
- Multiplicity: 5

```
75
Properties=species:S:1:pos:R:3:forces:R:3
Os 0.09895 0.00782 -0.07378 -2.49 -1.06 3.44
P 0.40056 2.07980 0.86674 0.62 2.89 1.03
P -0.77852 -2.04557 -0.63876 -1.04 -2.61 -0.86
N -1.51076 -0.13138 1.56201 0.89 -0.15 -0.07
C -0.70558 2.08074 2.35374 -0.48 0.12 0.32
H -0.17788 2.52065 3.21348 -0.20 0.00 -0.37
H -1.56640 2.73340 2.14386 0.30 -0.15 0.03
C -1.22196 0.70604 2.76582 -0.13 0.00 -0.03
H -0.50076 0.16667 3.39855 -0.16 0.18 -0.20
H -2.16725 0.78019 3.33348 0.51 0.10 0.01
C -1.86783 -1.52753 1.95203 -0.06 0.11 -0.03
H -2.82300 -1.45773 2.50456 0.43 -0.37 -0.10
H -1.09727 -1.89340 2.64914 -0.26 0.03 -0.25
C -1.99933 -2.40744 0.71287 -0.48 -0.08 0.29
H -3.01491 -2.29356 0.30219 0.35 -0.06 0.08
H -1.90306 -3.45380 1.03732 -0.12 0.26 -0.29
C 0.35374 -3.52029 -0.57656 0.13 0.05 0.29
C 1.55462 -3.40763 -1.51535 0.28 -0.03 -0.04
H 2.36848 -4.02137 -1.10412 -0.17 0.08 -0.25
H 1.92790 -2.37857 -1.60045 -0.06 -0.20 -0.06
H 1.32371 -3.77707 -2.52334 0.14 0.15 0.37
C -1.71294 -2.09004 -2.24254 -0.45 0.32 -0.07
C -0.80960 -2.20481 -3.47657 0.18 0.09 -0.02
H -1.41907 -1.99025 -4.36574 0.19 -0.05 0.26
H -0.40270 -3.21807 -3.59407 -0.16 0.30 0.05
H 0.01971 -1.48587 -3.46119 -0.13 -0.18 -0.08
C -0.11653 3.50406 -0.20859 -0.52 0.04 -0.13
C 0.92881 3.89114 -1.26216 0.12 -0.13 -0.09
H 0.44925 4.56408 -1.98731 0.15 -0.21 0.21
H 1.30934 3.02362 -1.81711 -0.01 0.22 0.07
H 1.77611 4.43358 -0.82147 -0.29 -0.15 -0.12
C 2.06693 2.47491 1.60008 0.06 -0.28 0.18
C 3.21445 2.39699 0.59308 0.25 -0.08 -0.07
H 4.14168 2.18752 1.14563 -0.16 0.17 -0.21
H 3.34805 3.34131 0.04862 -0.01 -0.38 0.18
H 3.07744 1.59071 -0.13967 0.05 0.19 0.08
C 1.17825 0.21659 -1.56005 3.86 0.86 -5.24
C -2.83281 -3.13530 -2.30137 -0.06 -0.19 0.05
H -2.43748 -4.15809 -2.30745 -0.16 0.29 -0.01
H -3.54983 -3.04089 -1.47980 0.06 -0.07 -0.24
H -3.38558 -2.99339 -3.23976 0.12 -0.01 0.25
C -0.59280 4.74384 0.55658 0.04 0.12 0.14
H -0.97842 5.46932 -0.17235 0.07 -0.20 0.19
H -1.40097 4.52501 1.26151 0.13 0.16 -0.15
H 0.22682 5.22985 1.09941 -0.28 -0.11 -0.15
C 2.11176 3.78441 2.39923 0.10 0.16 0.09
H 3.03431 3.78383 2.99757 -0.22 0.03 -0.16
H 2.15312 4.66518 1.74363 -0.03 -0.33 0.18
H 1.27597 3.90166 3.09971 0.23 0.05 -0.19
C -0.35703 -4.87087 -0.73538 0.00 -0.22 -0.04
H -0.62241 -5.07467 -1.78190 0.10 0.12 0.34
H 0.34147 -5.65924 -0.42006 -0.18 0.18 -0.11
H -1.25574 -4.97244 -0.11485 0.21 -0.02 -0.22
H 0.73617 -3.46675 0.45740 -0.11 0.01 -0.08
H 2.19930 1.64554 2.31652 -0.08 0.09 -0.05
H -2.17610 -1.08732 -2.25613 0.06 -0.25 -0.04
H -0.98264 3.07090 -0.74008 0.18 0.19 0.13
O 1.83404 0.37121 -2.53055 -2.22 -0.44 2.98
H -2.38866 0.23499 1.22383 -0.20 0.38 -0.69
H -0.79283 0.80394 -1.11795 -0.95 0.95 -1.46
C 2.81553 -2.48516 4.51022 -0.41 0.17 -0.07
C 2.81055 -1.96538 3.13230 -2.76 0.03 2.08
C 3.81477 -1.90289 2.17950 1.91 0.04 -1.63
C 3.25932 -1.31531 1.04074 -0.46 0.25 -0.36
N 1.95898 -1.02427 1.27585 2.84 -0.67 -0.09
N 1.72730 -1.42770 2.54396 0.05 -0.70 1.79
C 4.02004 -1.07122 -0.20352 0.17 0.15 -0.55
H 3.08787 -3.54834 4.51674 0.15 0.06 -0.06
H 3.56501 -1.95874 5.11490 0.11 -0.08 -0.11
H 1.84051 -2.37549 4.99613 0.18 -0.01 -0.12
H 4.83537 -2.23943 2.27941 0.05 -0.05 0.12
H 0.81202 -1.32190 2.97989 0.34 0.01 -0.30
H 4.87421 -0.41206 0.01006 -0.20 -0.20 -0.06
H 4.41920 -2.02304 -0.58357 -0.07 0.26 0.10
H 3.42537 -0.61228 -0.99371 0.17 -0.12 0.20
```
Positions in Å, forces in eV/Å.

In the Löwdin picture, each atom carries the following charge in e:
1. Os 1.215
2. P 0.868
3. P 0.873
4. N -0.226
5. C -0.268
6. H 0.099
7. H 0.095
8. C -0.232
9. H 0.106
10. H 0.151
11. C -0.233
12. H 0.152
13. H 0.106
14. C -0.268
15. H 0.096
16. H 0.098
17. C -0.526
18. C -0.097
19. H 0.100
20. H 0.039
21. H 0.089
22. C -0.519
23. C -0.079
24. H 0.109
25. H 0.083
26. H 0.066
27. C -0.522
28. C -0.079
29. H 0.109
30. H 0.066
31. H 0.083
32. C -0.524
33. C -0.097
34. H 0.100
35. H 0.088
36. H 0.040
37. C -0.487
38. C -0.078
39. H 0.077
40. H 0.072
41. H 0.109
42. C -0.077
43. H 0.108
44. H 0.072
45. H 0.077
46. C -0.076
47. H 0.107
48. H 0.087
49. H 0.077
50. C -0.076
51. H 0.087
52. H 0.107
53. H 0.077
54. H 0.089
55. H 0.090
56. H 0.103
57. H 0.096
58. O 0.114
59. H 0.133
60. H -0.001
61. C 0.064
62. C -0.163
63. C 0.176
64. C -0.259
65. N 0.067
66. N 0.092
67. C -0.001
68. H 0.137
69. H 0.137
70. H 0.110
71. H 0.173
72. H 0.135
73. H 0.119
74. H 0.119
75. H 0.048